(1)
DFT (wB97M-V/def2-TZVPD) results for an isolated molecule of C3H5N3 at a distorted geometry.

Last column: Löwdin charge in e.
Positions of all 11 atoms, in Å:
C 1.23 -1.30 -0.31  -0.06
N 0.33 -0.07 -0.31  0.00
C -0.88 -0.23 0.15  -0.32
N -1.69 0.78 0.44  0.02
C -1.00 1.94 0.24  -0.33
N 0.16 1.93 -0.34  0.21
H 1.60 -1.58 -1.31  0.07
H 2.10 -1.19 0.35  0.07
H 0.68 -2.19 0.07  0.08
H -1.26 -1.21 0.41  0.12
H -1.44 2.85 0.72  0.13

The energy above the lowest of the compared OMol25 structures with the same formula, charge and spin is 346.06 kJ/mol. The value obtained for the maximum force is 1.9 eV/A. As for the calculated total energy: -7658.869 eV. For the HOMO energy, the calculation gives -9.42 eV.

=====

(2)
DFT (wB97M-V/def2-TZVPD) results for a structure of composition C34H63BBr22INO at a distorted geometry.

Last column: Löwdin charge in e.
Positions of all 123 atoms, in Å:
N -1.10 3.12 -6.26  0.02
C 0.06 2.46 -6.83  -0.22
C 0.34 1.02 -6.26  -0.34
O -0.43 0.77 -5.08  -0.09
C 1.83 0.75 -5.93  -0.04
B 1.97 0.68 -4.35  -0.26
C 1.63 1.89 -3.38  -0.15
C 1.97 3.27 -3.96  -0.34
C 1.92 4.32 -2.84  -0.62
I -0.11 4.71 -2.30  0.79
C 2.44 -0.66 -3.65  -0.19
C 1.47 -1.24 -2.81  -0.22
C 1.82 -2.43 -2.14  -0.20
C 3.09 -2.97 -2.32  -0.12
C 4.03 -2.40 -3.16  -0.11
C 3.70 -1.23 -3.82  -0.09
H -0.90 3.56 -5.37  0.03
H -1.89 2.49 -6.16  0.05
H -0.12 2.36 -7.90  0.11
H 0.93 3.11 -6.72  0.09
H 0.00 0.34 -7.05  0.11
H -1.10 0.11 -5.29  -0.03
H 2.09 -0.20 -6.39  0.11
H 2.42 1.58 -6.34  0.09
H 2.26 1.75 -2.50  0.04
H 0.58 1.78 -3.10  0.09
H 1.27 3.56 -4.75  0.06
H 2.97 3.27 -4.40  0.08
H 2.48 5.22 -3.08  0.04
H 2.39 3.86 -1.97  0.04
H 0.50 -0.73 -2.71  0.00
H 1.11 -2.91 -1.50  0.03
H 3.33 -3.87 -1.77  0.10
H 5.00 -2.85 -3.29  0.10
H 4.43 -0.76 -4.47  0.11
Br -1.57 1.32 1.73  0.61
C -1.11 -0.57 1.98  -0.79
C 0.08 -0.95 1.14  -0.61
Br -0.38 -1.15 -0.74  0.82
H -1.98 -1.15 1.73  -0.01
H -0.87 -0.68 3.03  -0.06
H 0.47 -1.92 1.45  0.04
H 0.89 -0.22 1.17  0.04
Br 6.78 -0.12 1.11  0.60
C 5.31 1.14 1.26  -0.69
C 3.98 0.47 1.04  -0.67
Br 3.65 0.11 -0.84  0.88
H 5.50 1.94 0.55  0.05
H 5.37 1.54 2.28  0.05
H 3.17 1.12 1.36  0.06
H 3.90 -0.48 1.56  0.00
Br 3.93 5.65 -6.53  0.62
C 5.50 4.66 -7.07  -0.69
C 5.65 3.39 -6.28  -0.70
Br 6.32 3.74 -4.49  0.61
H 6.35 5.32 -6.97  0.05
H 5.35 4.42 -8.13  0.06
H 6.39 2.73 -6.74  0.06
H 4.71 2.85 -6.16  0.03
Br -1.76 -3.16 -3.47  0.66
C -3.49 -2.82 -4.30  -0.69
C -3.39 -2.90 -5.80  -0.65
Br -2.56 -1.30 -6.54  0.75
H -3.82 -1.84 -3.95  0.01
H -4.15 -3.59 -3.92  0.06
H -4.39 -2.93 -6.25  0.06
H -2.81 -3.75 -6.15  0.05
Br 3.66 -1.97 7.11  0.60
C 4.76 -2.60 5.63  -0.68
C 4.46 -1.87 4.36  -0.68
Br 2.80 -2.48 3.53  0.61
H 4.59 -3.67 5.55  0.05
H 5.79 -2.42 5.94  0.06
H 5.22 -2.06 3.61  0.05
H 4.36 -0.80 4.50  0.05
Br -6.06 4.24 -8.33  0.61
C -4.70 2.85 -8.14  -0.70
C -5.27 1.60 -7.53  -0.70
Br -5.52 1.80 -5.61  0.60
H -3.89 3.28 -7.56  0.04
H -4.35 2.65 -9.15  0.06
H -4.57 0.77 -7.64  0.01
H -6.23 1.32 -7.94  0.05
Br 0.25 2.88 7.94  0.60
C 0.13 2.96 6.00  -0.69
C -0.91 2.01 5.47  -0.68
Br -0.27 0.17 5.49  0.63
H 1.12 2.75 5.62  0.05
H -0.14 3.99 5.77  0.06
H -1.13 2.23 4.42  0.00
H -1.83 2.03 6.04  0.05
Br -0.30 -2.41 9.30  0.63
C -1.00 -3.99 8.42  -0.68
C 0.07 -4.73 7.66  -0.68
Br 0.52 -3.82 6.00  0.57
H -1.82 -3.66 7.78  0.05
H -1.40 -4.61 9.22  0.05
H -0.28 -5.72 7.37  0.06
H 0.99 -4.82 8.23  0.05
Br -3.46 0.53 -2.05  0.61
C -4.91 -0.20 -0.97  -0.68
C -6.24 -0.06 -1.67  -0.70
Br -6.91 1.76 -1.57  0.61
H -4.87 0.31 -0.01  0.05
H -4.65 -1.25 -0.83  0.06
H -6.99 -0.67 -1.17  0.06
H -6.19 -0.32 -2.72  0.04
Br -6.94 -0.12 3.82  0.60
C -5.64 -1.56 4.08  -0.70
C -4.37 -1.06 4.72  -0.62
Br -3.25 -0.10 3.42  0.71
H -5.48 -2.01 3.11  0.05
H -6.14 -2.27 4.74  0.05
H -3.77 -1.89 5.06  0.06
H -4.55 -0.38 5.54  0.05
Br -0.68 -4.73 12.99  0.59
C -0.52 -2.80 13.19  -0.71
C -1.26 -2.31 14.41  -0.70
Br -3.18 -2.24 14.10  0.60
H -0.87 -2.36 12.27  0.00
H 0.55 -2.61 13.30  0.06
H -0.97 -1.28 14.64  0.06
H -1.10 -2.93 15.28  0.05

The value obtained for the maximum force is 3.7 eV/A. As for the calculated total energy: -1589529.275 eV. For the HOMO energy, the calculation gives -8.57 eV.

=====

(3)
DFT (wB97M-V/def2-TZVPD) results for a structure of composition C3H7N3 at a distorted geometry.

Last column: Löwdin charge in e.
Positions of all 13 atoms, in Å:
C 0.96 -0.41 -0.02  -0.31
C -1.01 0.31 0.29  -0.02
C 0.21 0.00 -1.24  0.22
N 0.02 -0.37 0.95  0.19
N 2.21 -0.53 0.12  0.34
N -2.19 0.76 0.38  0.30
H 0.49 0.98 -1.68  0.15
H -0.44 -0.75 -1.73  0.14
H -0.17 -0.75 1.92  0.24
H 2.69 -0.46 -0.79  0.20
H 2.76 -0.66 0.97  0.19
H -2.78 0.92 -0.41  0.17
H -2.74 0.95 1.25  0.20

The energy above the lowest of the compared OMol25 structures with the same formula, charge and spin is 150.64 kJ/mol. The value obtained for the maximum force is 5.7 eV/A. As for the calculated total energy: -7674.427 eV. As for the charge: +2. For the HOMO energy, the calculation gives -20.91 eV.

=====

(4)
DFT (wB97M-V/def2-TZVPD) results for an isolated molecule of C3H5N3.

Last column: Löwdin charge in e.
Positions of all 11 atoms, in Å:
H 1.85 -0.56 -1.77  0.06
N 1.03 -0.38 -1.17  0.03
N 0.02 -0.55 -1.87  -0.06
C -1.23 -0.25 -1.18  -0.20
C -1.21 0.25 0.04  -0.06
C -0.17 0.65 0.79  -0.26
N 0.30 0.09 1.94  0.08
H -2.10 -0.44 -1.80  0.07
H 0.30 1.61 0.54  0.12
H 0.05 -0.86 2.15  0.10
H 1.16 0.44 2.34  0.10

The SMILES is [H]/N=N/C=C=CN. The energy above the lowest of the compared OMol25 structures with the same formula, charge and spin is 358.66 kJ/mol. The value obtained for the maximum force is 0.6 eV/A. As for the calculated total energy: -7658.738 eV. For the HOMO energy, the calculation gives -8.37 eV.

=====

(5)
DFT (wB97M-V/def2-TZVPD) results for a cluster of 14 separate species, C6H38O14 in total at a distorted geometry.

Last column: Löwdin charge in e.
Positions of all 58 atoms, in Å:
O -0.81 0.69 0.56  0.05
C -0.05 0.00 -0.07  -0.19
C -0.10 -1.50 0.12  -0.14
C 0.16 -2.29 -1.16  -0.19
C 1.51 -2.25 -1.92  -0.43
C 1.33 -2.38 -3.38  -0.09
C 2.32 -3.40 -1.26  -0.07
H 0.56 0.41 -0.86  0.09
H -0.91 -1.94 0.70  0.09
H 0.63 -1.91 0.88  0.11
H -0.13 -3.32 -1.00  0.08
H -0.69 -1.88 -1.81  0.13
H 2.03 -1.38 -1.55  0.10
H 0.82 -3.18 -3.95  0.10
H 2.31 -2.36 -3.88  0.08
H 0.76 -1.46 -3.69  0.08
H 2.90 -3.06 -0.36  0.09
H 1.77 -4.31 -1.13  0.07
H 3.23 -3.69 -1.79  0.07
H 0.12 1.83 3.07  0.00
H 1.53 2.02 2.71  -0.01
O 0.97 1.41 3.27  -0.09
H 1.25 -0.91 3.35  0.01
H 1.71 -2.22 3.74  0.05
O 1.05 -1.84 3.13  -0.08
H 3.94 0.34 1.52  0.07
H 2.86 -0.59 0.82  0.05
O 2.99 0.18 1.40  -0.04
H 1.53 2.65 1.10  0.02
H 2.98 2.08 1.29  0.05
O 2.36 2.78 1.57  -0.05
H -1.11 0.72 -3.31  0.02
H -1.98 1.90 -3.39  0.04
O -1.03 1.68 -3.26  -0.07
H -4.34 1.15 -1.52  0.00
H -4.47 -0.06 -2.35  0.04
O -4.55 0.90 -2.43  -0.05
H -3.06 2.29 -0.33  0.01
H -3.31 2.41 1.22  0.01
O -3.70 2.18 0.38  -0.06
H -0.55 2.70 0.53  -0.01
H -1.07 4.17 0.40  0.05
O -1.33 3.24 0.43  -0.06
H -3.52 -0.12 1.74  0.02
H -2.40 -0.45 2.78  0.02
O -3.35 -0.34 2.66  -0.05
H -1.96 1.21 3.84  0.01
H -2.79 2.54 3.63  0.03
O -2.07 2.13 4.12  -0.04
H 2.18 3.87 -0.41  0.05
H 0.95 4.51 -1.19  0.06
O 1.24 4.06 -0.39  -0.06
H 2.62 0.84 -2.96  0.05
H 1.96 1.01 -1.69  0.00
O 2.87 1.00 -2.04  -0.06
H -1.66 -4.66 1.01  0.05
H -2.52 -3.36 0.76  0.04
O -1.99 -4.05 0.35  -0.04

The energy above the lowest of the compared OMol25 structures with the same formula, charge and spin is 262.85 kJ/mol. The value obtained for the maximum force is 4.0 eV/A. As for the calculated total energy: -35501.816 eV. For the HOMO energy, the calculation gives -10.41 eV.

=====

(6)
DFT (wB97M-V/def2-TZVPD) results for a structure of composition C2H2F3NO4RuS at a distorted geometry.

Last column: Löwdin charge in e.
Positions of all 14 atoms, in Å:
O -3.51 0.58 0.94  -0.24
C -3.81 -0.55 0.28  -0.51
O -3.00 -1.48 0.83  -0.23
Ru -1.60 -0.05 0.91  1.51
H -4.89 0.02 -0.21  0.23
N -1.00 0.75 -0.89  -0.34
S 0.37 1.02 -0.28  0.50
O 1.03 2.33 -0.41  -0.31
O 0.37 0.49 1.17  -0.50
C 1.65 -0.10 -1.06  -0.69
F 1.76 0.19 -2.36  0.14
F 1.30 -1.38 -0.95  0.12
F 2.85 0.05 -0.50  0.15
H -4.15 -1.16 -0.63  0.17

The spin multiplicity is 7. The energy above the lowest of the compared OMol25 structures with the same formula, charge and spin is 240.08 kJ/mol. The value obtained for the maximum force is 5.0 eV/A. As for the calculated total energy: -33345.604 eV. For the HOMO energy (alpha / beta), the calculation gives -8.88 / -10.61 eV.

=====

> What is the calculated total energy in the third record?

-7674.427 eV